Formula: C10H10Cl2S
Source: the OMol25 dataset
Level of theory: ωB97M-V/def2-TZVPD

Last column: natural (NBO) charge in e.
Positions of all 23 atoms, in Å:
S: 1.68 -2.17 0.09  0.067
C: 0.29 -1.97 0.87  -0.285
C: -0.94 -1.66 0.21  -0.131
C: -0.91 -1.61 -1.18  -0.192
C: -1.99 -1.08 -1.80  -0.172
C: -3.13 -0.48 -1.16  -0.191
C: -3.17 -0.73 0.18  -0.041
Cl: -4.61 -0.51 1.06  0.015
C: -2.11 -1.21 0.89  -0.206
H: 0.24 -2.18 1.98  0.211
H: -0.09 -1.98 -1.81  0.249
H: -1.93 -1.14 -2.92  0.216
H: -3.85 -0.06 -1.70  0.221
H: -2.16 -1.32 1.99  0.235
C: 2.45 1.22 -0.54  -0.418
C: 1.25 1.50 -0.06  -0.037
C: 0.83 1.46 1.40  -0.663
Cl: 0.02 2.01 -1.10  0.007
H: 2.70 1.34 -1.55  0.212
H: 3.29 0.97 0.19  0.209
H: -0.31 1.20 1.32  0.233
H: 1.12 2.35 1.87  0.233
H: 1.42 0.66 1.90  0.228

Its largest force on an atom is 6.44 eV Å⁻¹. As for the SMILES: S=Cc1cccc(Cl)c1.C=C(C)Cl. The value obtained for the highest occupied orbital energy is -8.75 eV. As for the LUMO energy: -0.039 Ha. The calculation puts the electronic energy at -1705.547567 a.u. Its relative energy (zero: lowest compared OMol25 entry of this formula, charge and spin) is 6.78 kJ/mol.

---

Formula: C5H5F4N
Source: the OMol25 dataset
Level of theory: ωB97M-V/def2-TZVPD

Last column: natural (NBO) charge in e.
Positions of all 15 atoms, in Å:
C: -1.47 -3.39 1.09  0.485
C: 1.82 1.02 -0.07  -0.612
C: 0.88 -0.11 0.35  -0.484
C: -0.39 -0.26 -0.53  0.387
C: -1.67 0.57 -0.26  0.891
N: -1.08 -2.37 0.72  -0.478
F: -0.18 -0.67 -1.77  -0.318
F: -1.47 1.18 0.92  -0.328
F: -1.85 1.41 -1.25  -0.313
F: -2.82 -0.07 -0.13  -0.314
H: 1.34 2.00 -0.01  0.212
H: 2.10 0.74 -1.09  0.210
H: 2.78 1.11 0.47  0.217
H: 1.40 -1.11 0.19  0.218
H: 0.61 -0.05 1.37  0.228

Its expectation value of S² is 2.014. Its largest force on an atom is 2.71 eV Å⁻¹. The spin multiplicity is 3. The value obtained for the highest occupied orbital energy (spin up / spin down) is -8.12 / -11.82 eV. As for the LUMO energy (spin up / spin down): 0.040 / -0.172 Ha. The calculation puts the electronic energy at -647.533838 a.u. Its relative energy (zero: lowest compared OMol25 entry of this formula, charge and spin) is 41.32 kJ/mol.

---

Formula: C15H40O17
Source: the OMol25 dataset
Level of theory: ωB97M-V/def2-TZVPD

Last column: Löwdin charge in e.
Positions of all 72 atoms, in Å:
O: -17.54 33.62 -0.55  0.153
C: -17.03 32.63 -0.98  -0.586
O: -17.66 31.69 -1.70  0.058
C: -16.94 30.47 -1.69  -0.111
C: -15.56 30.91 -1.20  -0.092
O: -15.74 32.27 -0.81  0.043
H: -17.45 29.71 -1.10  0.112
H: -16.83 30.05 -2.69  0.130
H: -14.82 30.87 -1.99  0.132
H: -15.20 30.36 -0.33  0.129
O: -12.47 38.33 6.49  0.160
C: -12.37 37.36 5.80  -0.584
O: -13.23 37.05 4.82  0.076
C: -12.91 35.78 4.29  -0.119
C: -11.51 35.50 4.85  -0.100
O: -11.41 36.43 5.94  0.065
H: -13.58 35.00 4.66  0.114
H: -12.84 35.84 3.20  0.130
H: -10.73 35.72 4.11  0.131
H: -11.36 34.48 5.19  0.129
O: -13.02 32.90 2.43  0.135
C: -14.21 33.02 2.47  -0.596
O: -14.89 34.14 2.39  0.060
C: -16.24 33.95 2.89  -0.021
C: -16.38 32.41 2.80  -0.099
O: -15.03 31.99 2.74  0.060
H: -16.24 34.30 3.91  0.114
H: -16.90 34.47 2.20  0.135
H: -17.05 32.12 1.98  0.123
H: -16.94 32.00 3.65  0.095
C: -10.24 30.14 -0.06  -0.088
C: -10.83 31.55 0.14  -0.324
O: -12.24 31.45 0.17  -0.102
H: -9.15 30.20 0.02  0.071
H: -10.49 29.77 -1.06  0.069
H: -10.70 29.47 0.66  0.071
H: -10.44 32.21 -0.64  0.106
H: -10.47 31.95 1.09  0.110
H: -12.53 32.07 0.86  0.027
C: -13.48 34.83 -0.73  -0.084
C: -14.58 35.81 -1.13  -0.302
O: -14.03 36.83 -1.95  -0.082
H: -12.93 34.39 -1.56  0.080
H: -13.83 34.02 -0.09  0.040
H: -12.73 35.37 -0.15  0.080
H: -14.99 36.33 -0.27  0.114
H: -15.41 35.27 -1.60  0.100
H: -13.57 36.41 -2.69  0.076
C: -15.80 33.93 7.11  -0.073
C: -16.64 32.67 7.26  -0.283
O: -18.02 32.79 6.84  -0.095
H: -14.85 33.64 7.56  0.084
H: -16.19 34.78 7.67  0.083
H: -15.62 34.23 6.09  0.046
H: -16.73 32.38 8.32  0.114
H: -16.16 31.81 6.78  0.106
H: -18.28 33.61 7.26  0.092
O: -17.82 29.78 4.14  -0.067
H: -18.34 29.28 4.78  0.086
H: -16.90 29.71 4.47  0.027
O: -17.43 28.94 1.44  -0.075
H: -17.32 29.24 2.35  -0.015
H: -18.20 29.45 1.13  -0.013
O: -19.64 30.71 0.63  -0.036
H: -20.18 30.74 -0.17  0.063
H: -19.62 31.63 0.94  0.056
O: -14.94 29.56 4.57  -0.039
H: -14.67 30.48 4.57  0.039
H: -14.77 29.25 3.67  0.066
O: -19.49 31.98 4.40  -0.084
H: -18.98 31.31 3.91  -0.013
H: -19.02 32.06 5.25  -0.005

Its largest force on an atom is 2.08 eV Å⁻¹. As for the SMILES: O=C1OCCO1.O=C1OCCO1.O=C1OCCO1.CCO.CCO.CCO.O.O.O.O.O. The value obtained for the highest occupied orbital energy is -10.05 eV. As for the LUMO energy: 0.000 Ha. The calculation puts the electronic energy at -1874.630136 a.u. Its relative energy (zero: lowest compared OMol25 entry of this formula, charge and spin) is 0.00 kJ/mol.

---

Formula: C36H27F10N4OPPd
Source: the OMol25 dataset
Level of theory: ωB97M-V/def2-TZVPD

Last column: Löwdin charge in e.
Positions of all 80 atoms, in Å:
Pd: 0.04 1.50 -0.17  0.858
C: -0.75 4.22 0.78  -0.048
N: -0.17 3.57 -0.41  -0.317
C: 1.13 4.19 -0.76  -0.171
C: 2.20 3.43 0.00  -0.229
N: 2.04 2.03 -0.40  -0.083
C: 3.12 1.24 -0.15  -0.218
C: 3.15 0.04 -1.01  -0.277
F: 2.78 0.27 -2.29  0.098
C: 4.01 -1.17 -0.71  -0.118
F: 4.21 -3.46 -0.97  0.009
C: 5.02 -0.89 0.33  -0.133
F: 5.99 -1.80 0.51  0.102
C: 5.05 0.26 1.01  -0.135
F: 5.99 0.49 1.93  0.111
C: 4.06 1.30 0.81  -0.142
F: 4.00 2.23 1.81  0.052
C: -1.11 3.57 -1.55  -0.189
C: -2.37 2.82 -1.18  -0.227
N: -2.05 1.67 -0.32  -0.106
C: -3.12 0.98 0.13  -0.218
C: -4.38 0.83 -0.48  -0.140
F: -4.65 1.35 -1.70  0.071
C: -5.40 0.06 0.06  -0.155
F: -6.54 -0.07 -0.62  0.115
C: -5.25 -0.60 1.26  -0.158
F: -6.23 -1.37 1.76  0.111
C: -4.04 -0.46 1.92  -0.155
F: -3.83 -1.08 3.09  0.114
C: -3.05 0.31 1.37  -0.160
F: -1.92 0.47 2.09  0.058
H: -1.09 5.22 0.53  0.101
H: 0.02 4.28 1.56  0.086
H: -1.57 3.62 1.16  0.083
H: 1.10 5.26 -0.56  0.128
H: 1.29 4.03 -1.83  0.122
H: 2.08 3.63 1.07  0.088
H: 3.20 3.79 -0.28  0.131
H: -0.59 3.05 -2.36  0.114
H: -1.32 4.59 -1.88  0.131
H: -2.88 2.55 -2.11  0.108
H: -3.05 3.50 -0.64  0.122
O: 1.31 2.06 3.09  -0.047
N: 1.16 0.83 2.47  0.006
C: 0.42 0.06 3.15  -0.129
C: 0.19 -1.34 2.75  -0.198
C: 0.17 -2.25 3.81  -0.027
C: 0.13 -3.61 3.61  -0.059
C: 0.12 -4.10 2.31  -0.059
C: 0.11 -3.22 1.25  -0.095
C: 0.10 -1.83 1.44  -0.271
P: -0.03 -0.86 -0.12  1.083
C: 1.36 -1.66 -1.01  -0.283
C: 2.54 -1.16 -0.31  -0.122
C: 4.39 -2.27 -1.69  -0.219
C: 3.66 -2.41 -2.98  -0.009
C: 2.34 -2.49 -3.16  -0.062
C: 1.26 -2.20 -2.23  -0.059
C: -1.53 -1.43 -0.96  -0.361
C: -1.80 -0.82 -2.19  -0.125
C: -2.92 -1.16 -2.92  -0.070
C: -3.81 -2.10 -2.42  -0.070
C: -3.56 -2.71 -1.20  -0.066
C: -2.42 -2.38 -0.48  -0.074
H: 2.15 2.39 2.71  0.057
H: 0.01 0.39 4.11  0.139
H: 0.21 -1.86 4.82  0.117
H: 0.12 -4.29 4.45  0.109
H: 0.12 -5.17 2.12  0.110
H: 0.10 -3.61 0.24  0.113
H: 2.40 -0.98 0.76  0.136
H: 5.47 -2.22 -1.88  0.150
H: 4.29 -2.57 -3.85  0.109
H: 2.00 -2.73 -4.16  0.108
H: 0.26 -2.36 -2.62  0.098
H: -1.12 -0.06 -2.57  0.104
H: -3.12 -0.67 -3.87  0.110
H: -4.71 -2.35 -2.97  0.110
H: -4.25 -3.44 -0.80  0.112
H: -2.26 -2.84 0.49  0.104

Its largest force on an atom is 0.86 eV Å⁻¹. The value obtained for the highest occupied orbital energy is -7.32 eV. As for the LUMO energy: -0.011 Ha. The calculation puts the electronic energy at -3150.009879 a.u. Its relative energy (zero: lowest compared OMol25 entry of this formula, charge and spin) is 197.01 kJ/mol.